Record 1
The following is a quantum chemistry calculation of C26H33CeIN4O4S as an isolated structure at a distorted geometry, from the Open Molecules 2025 dataset.

## Properties
Energy relative to the best compared isomer or geometry (same formula, charge and spin) in kcal per mole: 0.1
Calculated total energy in Ha: -2701.05255
LUMO (spin up / spin down) in eV: -7.04 / -7.03
HOMO energy (spin up / spin down) in eV: -12.9 / -12.9
Strongest force on any atom in eV/A: 3.32
Orbital gap (spin up / spin down) in eV: 5.90 / 5.91

Geometry as ORCA input:
```
! wB97M-V def2-TZVPD RIJCOSX def2/J DEFGRID3
* xyz 2 1
Ce 13.300 8.190 10.611
I 12.508 11.187 12.485
S 16.166 8.743 11.115
O 15.125 9.632 10.474
O 15.785 7.359 10.672
O 11.134 8.110 10.278
O 16.178 8.884 12.547
N 13.733 8.398 7.999
N 8.891 7.974 10.900
N 13.674 5.565 10.070
N 7.735 8.852 10.811
C 8.096 9.964 10.098
C 9.311 4.481 12.143
C 13.631 6.644 15.407
C 9.199 4.651 13.548
C 8.871 5.937 14.019
C 12.628 10.130 14.249
C 12.902 10.063 16.692
C 9.936 8.582 10.335
C 6.387 8.385 11.135
C 13.527 5.972 14.209
C 12.119 5.389 8.031
C 7.109 11.006 9.728
C 13.314 8.734 16.655
C 17.789 9.135 10.476
C 13.045 6.625 13.042
C 12.897 8.709 14.217
C 12.581 10.749 15.536
C 12.839 4.693 9.201
C 8.727 7.023 13.183
C 8.922 6.868 11.825
C 12.871 7.632 6.963
C 13.310 8.045 15.422
C 9.204 5.587 11.304
C 12.889 7.961 13.002
C 9.508 9.837 9.801
C 13.003 6.109 7.001
H 9.414 5.442 10.213
H 13.732 8.213 17.560
H 13.877 6.183 16.380
H 9.553 3.520 11.655
H 7.539 11.661 8.964
H 12.313 11.809 15.590
H 11.490 4.605 7.571
H 11.997 4.223 9.772
H 13.972 5.006 10.905
H 17.846 8.872 9.407
H 8.654 6.093 15.087
H 13.804 4.932 14.048
H 12.798 5.685 6.033
H 9.320 3.860 14.246
H 14.745 8.319 7.821
H 5.740 9.295 11.372
H 11.335 6.035 8.440
H 12.889 10.539 17.695
H 13.454 3.809 8.860
H 14.542 5.747 9.541
H 18.451 8.518 11.098
H 12.766 5.965 12.204
H 8.639 8.018 13.606
H 13.499 9.397 7.835
H 6.408 7.671 11.977
H 6.829 11.622 10.602
H 14.090 5.862 7.077
H 5.909 7.848 10.281
H 11.853 7.957 7.176
H 10.060 10.639 9.312
H 13.080 8.005 5.928
H 18.007 10.209 10.619
H 6.199 10.565 9.340
*
```


Record 2
The following is a quantum chemistry calculation of C26H33Cl5N3O4PdSSb2 as an isolated structure, from the Open Molecules 2025 dataset.

## Properties
Calculated total energy in Ha: -4783.19529
LUMO in eV: 1.25
HOMO energy in eV: -3.7
Strongest force on any atom in eV/A: 0.89
Orbital gap in eV: 4.92

Geometry as ORCA input:
```
! wB97M-V def2-TZVPD RIJCOSX def2/J DEFGRID3
* xyz -1 1
Sb 0.089 1.582 2.465
Sb -3.027 2.120 0.248
Pd -0.115 1.425 -0.033
Cl 3.217 7.145 -0.591
Cl -1.700 5.038 -1.410
Cl 2.639 1.795 -1.144
Cl 0.133 7.506 -0.917
Cl 4.468 4.290 -0.766
S 3.879 -4.647 -3.301
O -2.350 -4.205 -2.085
O -0.447 -5.185 -2.438
O 4.861 -4.141 -2.371
O 3.629 -6.066 -3.386
N 0.894 -3.152 -1.099
N -1.137 -4.261 -2.012
N 0.001 -1.263 -0.346
C 1.847 1.145 3.632
C -5.277 1.464 4.358
C 2.196 5.765 -0.805
C 0.819 5.910 -0.940
C 0.033 4.769 -1.102
C 1.112 -1.959 -0.482
C -3.209 0.266 1.423
C -3.023 1.207 5.104
C -0.392 3.398 3.485
C 5.499 -4.781 -5.472
C 1.954 -4.072 -1.492
C -0.466 -3.180 -1.352
C -2.618 0.727 3.859
C 4.285 -4.051 -4.914
C -0.992 -2.015 -0.884
C 0.497 3.472 -1.091
C -1.188 0.304 3.691
C -2.424 1.231 -1.634
C -4.888 1.000 3.112
C 1.880 3.405 -1.024
C -5.144 1.993 -0.353
C 2.444 -1.487 -0.014
C -4.331 1.582 5.364
C -3.570 0.643 2.827
C 2.744 4.483 -0.871
C 2.345 -3.838 -2.947
H 2.678 1.758 3.285
H 1.592 -4.232 -3.627
H 2.946 -2.232 0.604
H -1.120 -0.680 3.220
H -1.414 3.675 3.228
H 3.101 -1.239 -0.850
H -5.423 0.954 -0.536
H -5.809 2.421 0.396
H -5.623 0.918 2.318
H -3.092 0.408 -1.896
H 4.469 -2.982 -4.802
H 5.307 -5.849 -5.555
H -2.283 1.275 5.894
H 6.370 -4.634 -4.836
H -2.427 1.992 -2.412
H -3.986 -0.345 0.962
H -0.717 0.237 4.673
H -5.260 2.557 -1.279
H 0.278 4.186 3.141
H 2.284 -0.577 0.562
H -4.607 1.952 6.344
H 2.113 0.095 3.507
H 2.496 -2.772 -3.128
H 3.400 -4.201 -5.533
H -2.247 -0.244 1.354
H 2.803 -3.864 -0.845
H 5.727 -4.387 -6.461
H -0.304 3.284 4.565
H -6.309 1.736 4.537
H 1.631 -5.096 -1.332
H -2.018 -1.690 -0.918
H -1.385 0.867 -1.554
H 1.664 1.345 4.688
*
```


Record 3
The following is a quantum chemistry calculation of C26H33F3KN7O3S as an isolated structure at a distorted geometry, from the Open Molecules 2025 dataset.

## Properties
Energy relative to the best compared isomer or geometry (same formula, charge and spin) in kcal per mole: 15.5
Calculated total energy in Ha: -2917.43087
LUMO in eV: 4.16
HOMO energy in eV: -1.4
Strongest force on any atom in eV/A: 1.37
Orbital gap in eV: 5.56

Geometry as ORCA input:
```
! wB97M-V def2-TZVPD RIJCOSX def2/J DEFGRID3
* xyz -2 1
K 0.300 0.787 0.223
S -1.347 3.472 1.902
F 0.826 0.835 -4.460
F 0.981 2.993 -4.372
F 2.695 1.804 -4.926
O 3.246 1.814 -2.346
O 0.427 -1.225 1.477
O 1.037 1.640 -1.839
N 4.409 -1.828 -0.264
N 1.261 2.579 2.174
N 3.971 -2.434 -2.592
N 3.042 -3.790 -0.781
N 0.846 1.324 2.529
N 0.945 4.449 0.962
N 2.178 -1.548 -1.196
C 0.745 -3.015 2.990
C -2.611 -0.380 -2.046
C -4.494 2.036 -2.958
C 1.853 -2.911 -0.780
C -3.174 2.097 -2.182
C 1.787 -1.277 4.857
C 1.496 0.699 3.423
C 3.610 -3.776 -2.131
C 1.719 -2.631 5.169
C -2.008 2.437 -3.113
C -2.388 -1.542 -1.315
C 1.185 -3.495 4.211
C 1.334 -0.747 3.652
C 0.798 -1.627 2.632
C -2.221 -2.799 0.874
C -2.943 0.813 -1.409
C 1.643 1.847 -4.092
C 3.179 -1.006 -0.266
C 4.931 -1.867 -1.631
C -2.491 -1.553 0.074
C 4.032 -3.189 0.127
C 2.032 1.763 -2.580
C -3.048 0.802 -0.019
C 2.757 -1.587 -2.538
C 0.372 3.420 1.704
C -2.824 -0.360 0.710
H -4.456 1.238 -3.707
H 1.949 4.512 1.043
H 3.418 0.020 -0.553
H -4.683 2.980 -3.479
H -2.847 -0.320 1.794
H 3.612 -3.163 1.135
H -1.059 2.461 -2.577
H 4.505 -4.407 -2.143
H 2.078 -2.999 6.122
H 1.421 -2.869 0.220
H -2.093 -2.450 -1.832
H 0.349 -3.696 2.243
H -1.681 -3.536 0.278
H 0.431 5.312 0.982
H 5.168 -0.849 -1.942
H -3.154 -3.257 1.220
H -2.486 -0.399 -3.125
H 2.016 -1.988 -3.235
H 1.113 -3.328 -1.470
H 2.877 -4.198 -2.824
H -3.226 1.735 0.504
H 1.124 -4.560 4.418
H 5.844 -2.470 -1.648
H 2.236 1.223 4.039
H 3.034 -0.581 -2.845
H -1.606 -2.562 1.742
H -2.168 3.413 -3.583
H 2.757 -1.021 0.741
H -1.913 1.695 -3.913
H -5.337 1.831 -2.292
H -3.253 2.897 -1.441
H 2.211 -0.588 5.584
H 4.927 -3.818 0.130
*
```